1.
18
Properties=species:S:1:pos:R:3:nbo_charge:R:1 method="wB97M-V/def2-TZVPD" homo_ev=-9.961 relative_energy_kcal_mol=105.0 total_charge=0
C -0.10 2.33 -0.08 0.27
C 2.29 1.84 0.19 0.27
C 0.92 1.37 0.16 -0.43
C 2.17 -1.59 -0.26 0.42
C 0.64 0.06 0.42 0.77
C -2.43 -0.77 -0.69 -0.63
C -1.77 -0.10 0.53 -0.11
N -0.83 3.16 -0.37 -0.28
N 3.31 2.33 -0.09 -0.26
O 1.69 -0.83 0.71 -0.51
O 3.12 -2.33 0.34 -0.67
O -0.47 -0.61 0.63 -0.45
H -2.48 -1.90 -0.69 0.22
H -3.48 -0.45 -0.61 0.22
H -1.98 -0.54 -1.65 0.23
H -2.18 -0.20 1.56 0.21
H -2.02 0.99 0.26 0.23
H 3.61 -2.74 -0.36 0.50

2.
17
Properties=species:S:1:pos:R:3:lowdin_charge:R:1 method="wB97M-V/def2-TZVPD" homo_ev="-21.375 / -21.415" multiplicity=7 total_charge=+3
C 2.58 0.15 0.07 0.04
C 1.10 0.27 0.09 -0.15
C 0.50 1.50 0.25 0.05
C -0.84 1.66 0.30 0.17
C -1.68 0.51 0.14 -0.27
N -3.01 0.46 0.16 -0.11
S -3.48 -1.02 -0.01 1.18
N -1.98 -1.79 -0.17 -0.46
C -1.11 -0.75 -0.04 -0.34
C 0.30 -0.90 -0.07 0.16
H 2.89 -0.85 0.37 0.11
H 2.97 0.88 0.78 0.12
H 2.96 0.36 -0.93 0.14
H 1.10 2.40 0.36 0.17
H -1.29 2.64 0.45 0.17
H 0.81 -1.85 -0.17 0.14
Tb -1.83 -3.67 -1.57 1.87

3.
23
Properties=species:S:1:pos:R:3:nbo_charge:R:1 method="wB97M-V/def2-TZVPD" homo_ev=-8.704 total_charge=0 smiles="N#Cc1cc([N+](=O)[O-])cc2c1no[n+]2[O-].NN"
N -2.64 0.67 4.11 -0.28
C -2.08 0.42 3.11 0.27
C -1.41 0.13 1.88 -0.25
C -1.86 0.54 0.60 -0.08
C -1.14 0.24 -0.57 -0.05
N -1.55 0.80 -1.82 0.49
O -2.65 1.40 -1.89 -0.38
O -0.81 0.67 -2.83 -0.47
C 0.09 -0.52 -0.51 -0.05
C 0.47 -0.99 0.76 -0.02
N 1.62 -1.67 1.15 0.42
O 2.57 -2.13 0.55 -0.36
O 1.51 -1.79 2.59 -0.16
N 0.35 -1.17 3.07 -0.08
C -0.23 -0.68 1.94 0.14
H -2.78 1.12 0.53 0.27
H 0.41 -1.10 -1.38 0.24
N 1.44 0.86 -1.26 -0.53
N 1.94 0.51 -2.56 -0.65
H 2.22 0.98 -0.61 0.39
H 0.92 1.74 -1.34 0.39
H 2.52 -0.32 -2.42 0.36
H 1.12 0.26 -3.11 0.39